# 1
A structure of composition C18H40N5P3SSm at a distorted geometry. Source: the Open Molecules 2025 dataset; level of theory: ωB97M-V/def2-TZVPD.

```
68
Properties=species:S:1:pos:R:3:forces:R:3:mulliken_charge:R:1
Sm 0.1134 0.1838 -0.8799 -1.100 -2.530 -0.440 0.54
P -1.8400 2.3698 -0.7133 -1.101 1.814 0.544 0.63
P -1.8521 -1.3525 0.2836 -0.790 -1.726 1.052 0.85
P 2.2298 2.2533 -2.1309 -0.540 0.105 -1.887 1.11
H -0.5109 -5.4794 -1.9571 0.355 0.203 -0.202 0.35
C 0.2153 -4.7085 -2.2408 0.406 -0.360 0.128 -0.69
C 1.4163 -4.6152 -1.6549 -0.542 0.622 0.108 -0.21
H 1.7534 -5.2439 -0.8174 -0.239 0.147 -0.614 0.31
C -3.1196 2.8885 -1.8899 0.130 -0.554 -0.587 -1.28
C -2.8485 2.4461 0.8162 0.191 -0.492 0.182 -1.13
C -0.9754 3.9786 -0.5211 0.216 -0.094 -0.041 -1.02
C -1.4723 -3.1487 0.3471 0.251 0.014 -0.093 -0.69
C -2.0708 -1.0140 2.0641 0.083 0.648 0.101 -1.19
C -3.5260 -1.3391 -0.3840 -0.098 0.330 -0.422 -1.29
C 3.6998 1.2750 -2.4167 -0.033 -0.563 0.343 -1.09
C 2.5717 3.3368 -0.7729 -0.105 0.091 1.223 -1.19
C 1.8151 3.2124 -3.5879 -0.103 -0.048 -0.023 -1.18
H -0.0772 -4.0267 -3.0551 0.143 -0.537 0.478 0.26
H 2.0600 -3.7658 -1.9333 -0.065 -0.640 0.092 0.03
H -3.6757 3.7626 -1.5261 0.266 -0.262 0.020 0.46
H -3.8036 2.0477 -2.0371 -0.047 0.229 -0.227 0.39
H -2.6183 3.1325 -2.8292 -0.342 -0.024 -0.128 0.42
H -3.5101 3.3300 0.8278 0.397 -0.347 -0.130 0.48
H -2.1607 2.4900 1.6669 -0.303 -0.055 0.092 0.24
H -3.4594 1.5387 0.8755 0.015 0.243 0.227 0.32
H -1.7088 4.7967 -0.3999 0.368 -0.388 -0.058 0.52
H -0.3638 4.1648 -1.4139 -0.102 0.199 0.238 0.23
H -0.3412 3.9189 0.3711 -0.026 0.249 -0.143 0.25
H -2.3835 -3.7783 0.4017 0.417 0.514 0.098 0.46
H -0.8510 -3.2981 1.2447 -0.193 -0.213 -0.381 0.38
H -0.8990 -3.4419 -0.5386 -0.087 -0.069 0.218 -0.11
H -3.0116 -1.4465 2.4297 0.289 0.068 -0.037 0.40
H -2.0821 0.0736 2.2213 -0.169 -0.270 0.179 0.20
H -1.2237 -1.4288 2.6247 -0.233 0.024 -0.090 0.43
H -4.1566 -1.9724 0.2507 0.034 0.201 -0.165 0.46
H -3.4909 -1.7508 -1.4013 -0.153 0.128 0.207 0.36
H -3.9030 -0.3106 -0.4163 -0.201 -0.296 -0.057 0.32
H 4.2237 1.6526 -3.3185 -0.201 -0.248 0.579 0.46
H 3.4192 0.2141 -2.5479 0.236 0.360 -0.124 0.29
H 4.2991 1.3827 -1.4923 0.036 -0.152 -0.673 0.44
H 3.2641 4.0690 -1.2105 -0.027 -0.043 -0.063 0.43
H 3.1163 2.8215 0.0312 -0.183 0.073 -0.228 0.39
H 1.7307 3.8868 -0.3387 0.097 -0.160 -0.307 0.29
H 2.7964 3.3645 -4.0635 -0.555 0.341 -0.256 0.49
H 1.3083 4.1625 -3.3353 0.384 -0.411 -0.172 0.40
H 1.1477 2.5885 -4.2098 0.492 0.376 -0.017 0.32
C 0.9467 -1.4770 -4.5418 1.335 -0.252 -2.292 0.58
C 0.5422 -0.5352 -5.5398 -0.038 -0.394 0.959 -0.18
C 0.8990 -0.7015 -6.8731 0.521 -0.016 0.032 -0.72
C 1.7416 -1.7460 -7.2507 0.273 -0.414 0.051 -0.36
C 2.1998 -2.6584 -6.2995 0.234 0.256 0.469 -0.74
C 1.8575 -2.4951 -4.9512 -0.368 0.195 0.179 -0.25
S 0.4714 -1.5502 -2.8696 -0.177 2.355 1.453 -0.11
H 1.0313 1.3643 -2.2177 2.036 1.587 -0.306 -0.08
H 0.0081 0.3674 -5.2463 -0.349 -0.328 -0.027 0.42
H 0.5966 0.0037 -7.6461 -0.056 -0.003 0.389 0.39
H 2.1279 -1.8158 -8.2710 -0.442 -0.043 0.266 0.40
H 2.8839 -3.4721 -6.5707 -0.302 0.461 0.047 0.39
H 2.3469 -3.1206 -4.1851 -0.598 0.115 -0.519 0.21
N 1.1866 1.9601 3.4490 -0.274 -0.146 0.252 -0.61
N 1.3753 0.8062 2.7207 2.190 0.717 -1.943 0.76
N 2.4899 0.0363 2.9317 -1.807 0.395 -1.449 -0.61
C 2.6604 -0.5082 1.7246 -0.463 0.295 -0.294 -0.24
N 1.7401 -0.0725 0.8016 0.969 0.706 2.175 -0.36
N 0.9954 0.8569 1.4417 0.547 -1.699 1.257 0.24
H 0.2255 2.2539 3.3521 -0.228 0.052 0.231 0.23
H 1.4694 1.8530 4.4158 0.040 -0.274 0.151 0.33
H 3.4816 -1.1612 1.4389 -0.314 -0.059 0.376 0.50
```
Forces are in eV/Å.

frontier orbital gap (alpha / beta) = 5.1 / 5.4 eV
ΔE to the lowest compared entry with this formula, charge and spin = 127.00 kJ/mol
total charge = +3
highest occupied orbital energy (alpha / beta) = -15.377 / -15.416 eV
multiplicity = 6
LUMO (alpha / beta) = -10.231 / -10.000 eV



# 2
A cluster of 5 separate species, C18H40N8O9P in total at a distorted geometry. Source: the Open Molecules 2025 dataset; level of theory: ωB97M-V/def2-TZVPD.

```
76
Properties=species:S:1:pos:R:3:forces:R:3:mulliken_charge:R:1
N -0.4410 -0.5936 1.8375 3.884 3.222 4.063 -0.58
C 0.2990 0.0542 2.5531 -1.320 -0.727 -1.256 0.58
O 1.1329 0.9179 3.3403 -2.393 -2.012 -2.976 -0.36
C 1.2106 2.1499 2.5071 -1.080 1.500 -0.831 -0.26
C 2.0401 3.3298 3.2064 3.196 4.026 3.137 0.36
O 2.4229 3.1308 4.4283 -1.617 -0.592 -3.598 -0.71
O 2.3675 4.5450 2.6277 -2.115 -5.741 0.407 -0.74
N 1.7154 1.7279 1.1719 -0.708 3.067 0.944 0.52
C 3.1993 1.5745 1.1225 1.406 -1.762 -1.932 -0.59
C 3.4900 0.1604 0.3424 0.123 -0.890 1.703 -0.48
C 3.8388 -0.9321 1.5126 -0.186 -0.676 -0.827 -0.54
N 5.2065 -0.7086 2.1096 -1.506 0.396 -0.530 -0.59
P 1.0611 2.6851 -0.1563 -0.600 -1.312 -4.150 0.90
N 1.2445 1.7675 -1.4761 -0.571 1.517 1.594 -0.84
O -0.6211 3.0026 -0.0052 2.331 0.078 0.838 -0.51
O 1.8339 4.1713 -0.4059 -0.664 -2.416 1.332 -0.56
H 0.1052 2.4901 2.3925 1.902 -0.357 0.058 0.61
H 3.6980 1.4486 2.1518 -1.145 0.749 -1.418 0.21
H 3.7256 2.3764 0.4902 -0.841 -0.801 1.294 0.27
H 2.5670 -0.2044 -0.2422 1.564 0.963 0.717 0.31
H 4.4433 0.2114 -0.3059 -1.635 0.082 0.750 0.23
H 3.8742 -1.9997 1.0582 -0.287 1.723 0.534 0.30
H 3.0085 -0.9650 2.3231 1.487 0.264 -1.257 0.17
H 5.7793 -0.3652 1.3231 -0.161 -0.133 0.767 0.25
H 5.1843 0.0404 2.8220 0.105 -0.788 -0.812 0.41
H 0.3291 1.5512 -1.8985 0.752 0.001 0.260 0.17
H -1.0948 2.7309 -0.8222 0.881 0.071 0.629 0.24
H 2.6527 4.2728 0.1366 -1.053 0.045 0.227 0.35
C -2.8431 -2.7538 -1.3556 -0.023 -0.208 0.197 0.33
O -2.6530 -1.5563 -1.4737 -0.293 -0.191 0.197 -0.58
N -3.3740 -3.3641 -0.2546 0.194 0.167 -0.659 0.14
C -3.5678 -4.7973 -0.1921 0.019 0.261 0.094 -0.94
C -3.7550 -2.5531 0.8859 0.240 0.261 -0.119 -0.72
H -2.5904 -3.4617 -2.1607 -0.012 -0.047 0.194 0.08
H -4.6304 -5.0065 -0.0385 0.040 -0.204 0.034 0.34
H -2.9907 -5.1982 0.6455 -0.094 -0.183 -0.060 0.35
H -3.2383 -5.2770 -1.1158 0.032 0.141 0.044 0.27
H -4.5070 -1.8247 0.5712 0.025 0.033 0.182 0.15
H -2.8769 -2.0148 1.2524 -0.144 0.077 0.082 0.23
H -4.1608 -3.1786 1.6828 0.051 -0.016 -0.160 0.38
C -2.4007 -4.4333 -4.7280 -0.265 -0.099 -0.236 0.11
O -2.0112 -4.9900 -3.7175 -0.342 -0.123 -0.265 -0.62
N -3.5340 -4.7540 -5.4184 0.677 0.327 0.252 0.12
C -3.9316 -4.0424 -6.6156 -0.094 -0.201 0.161 -0.93
C -4.3654 -5.8402 -4.9385 0.227 -0.009 0.220 -0.91
H -1.8439 -3.5952 -5.1773 -0.068 0.006 -0.041 0.33
H -4.9157 -3.5950 -6.4532 0.041 0.067 -0.200 0.34
H -3.9831 -4.7485 -7.4486 -0.060 0.172 -0.101 0.34
H -3.2164 -3.2548 -6.8580 -0.039 -0.103 0.104 0.30
H -4.7020 -5.6124 -3.9239 -0.058 -0.173 -0.051 0.25
H -3.7746 -6.7595 -4.9137 -0.170 -0.024 0.080 0.29
H -5.2300 -5.9774 -5.5898 0.140 0.101 0.026 0.38
C -5.1730 3.0543 -2.0037 0.005 -0.490 0.148 0.10
O -4.1942 3.2272 -2.7059 -0.208 -0.208 0.159 -0.58
N -5.5578 1.8601 -1.4661 -0.106 0.884 -0.245 0.20
C -6.7388 1.7361 -0.6388 0.288 -0.128 -0.132 -0.91
C -4.7585 0.6780 -1.7316 0.271 0.243 -0.129 -0.83
H -5.8491 3.8844 -1.7396 -0.079 -0.028 0.072 0.27
H -6.4452 1.3655 0.3470 -0.210 0.006 0.030 0.32
H -7.4280 1.0274 -1.1063 -0.121 0.028 0.175 0.31
H -7.2394 2.6993 -0.5243 0.104 -0.056 -0.050 0.31
H -3.7432 0.8432 -1.3657 -0.062 -0.290 -0.102 0.22
H -4.7192 0.5080 -2.8104 0.131 -0.127 0.104 0.27
H -5.1879 -0.1949 -1.2382 0.038 0.179 -0.014 0.29
C 7.3586 1.7853 3.9371 -0.115 0.739 0.134 0.03
O 6.3822 1.0961 3.7111 0.458 0.612 0.389 -0.62
N 7.3347 3.1302 4.1601 0.406 -0.881 -0.116 0.18
C 8.5402 3.8864 4.4233 -0.334 -0.048 -0.053 -0.95
C 6.0584 3.8258 4.1325 -0.268 -0.269 -0.029 -0.89
H 8.3735 1.3565 3.9798 0.069 0.048 0.020 0.25
H 8.4553 4.3607 5.4047 0.181 0.090 -0.057 0.33
H 8.6534 4.6547 3.6537 0.162 0.061 0.123 0.33
H 9.4186 3.2384 4.4139 -0.118 -0.005 -0.014 0.30
H 5.3996 3.3974 4.8915 -0.160 0.151 -0.200 0.32
H 5.5966 3.6895 3.1518 -0.179 0.117 0.179 0.23
H 6.1980 4.8902 4.3269 0.076 -0.153 -0.035 0.37
```
Forces are in eV/Å.

frontier orbital gap = 6.9 eV
total charge = -1
highest occupied orbital energy = -5.063 eV
multiplicity = 1
LUMO = 1.839 eV



# 3
A structure of composition C18H40OsP2Si at a distorted geometry. Source: the Open Molecules 2025 dataset; level of theory: ωB97M-V/def2-TZVPD.

```
62
Properties=species:S:1:pos:R:3:forces:R:3:nbo_charge:R:1
P -1.6234 -2.1861 1.0442 1.806 3.114 0.335 1.08
P 0.0975 1.5338 1.2041 -1.101 -0.602 -0.013 0.59
C -2.4757 -1.6988 -0.4830 0.462 1.063 0.713 -0.87
C -1.6161 -0.5285 -0.9500 -2.070 -0.410 -0.543 -0.40
H -3.5545 -1.5127 -0.3784 0.404 0.414 0.337 0.29
H -2.4385 -2.5971 -1.0338 0.311 -0.904 -1.562 0.25
H -0.9418 -0.8082 -1.8203 -0.802 -0.719 -0.050 0.23
H -2.1742 0.3497 -1.2916 0.207 -0.106 0.690 0.22
C -1.6709 2.0307 1.0611 0.805 0.188 -0.737 -0.94
H -1.7755 2.9226 1.7021 -0.378 -0.407 -0.631 0.26
H -2.3113 1.1956 1.3813 0.033 0.451 -0.239 0.25
H -1.7487 2.2680 -0.0172 -0.728 0.064 0.619 0.23
C 0.9108 3.1141 0.9867 0.220 0.070 -0.886 -0.97
H 0.5129 3.4519 0.0277 0.463 0.575 -0.035 0.24
H 2.0015 3.0094 0.9758 -0.267 0.212 -0.062 0.26
H 0.5821 3.7821 1.7766 0.105 0.253 0.035 0.26
C -2.3302 -3.6904 1.5295 1.013 -1.401 0.087 -1.06
H -1.6865 -4.1044 2.3317 -0.650 -0.035 -0.344 0.28
H -2.3811 -4.3417 0.6736 -0.496 -0.808 -0.013 0.25
H -3.3023 -3.3996 1.9222 -0.265 -0.186 0.077 0.30
C 0.3596 -2.5768 -0.0093 -0.383 -0.550 0.688 -0.94
H 1.4319 -2.1724 -0.3761 -1.711 -0.861 0.718 0.29
H -0.0143 -3.3565 -0.6596 0.323 -0.290 -0.328 0.22
H 0.6762 -2.9922 0.9818 -0.009 0.128 -1.100 0.28
Os 0.6599 -0.5204 -1.1096 -1.812 1.623 3.161 0.80
C 1.1923 1.1298 -2.6707 0.282 1.500 -1.100 -0.20
C -0.1806 1.1227 -2.7630 -0.459 0.071 -0.949 -0.12
C -0.9555 0.2091 -3.7002 -0.376 -0.578 -1.156 -0.48
C -0.2528 -1.1420 -4.0885 -0.604 0.574 -1.178 -0.46
C 0.5791 -1.6446 -2.9089 -0.645 -0.622 -0.538 -0.22
C 1.8570 -1.1478 -2.5318 2.971 -1.550 -2.826 -0.33
C 2.7498 -0.4385 -3.5450 1.017 1.037 0.246 -0.42
C 2.0427 0.8392 -3.9197 -0.797 -0.512 0.039 -0.43
C 1.6218 -0.8854 1.3994 1.192 0.356 1.918 -0.71
H 1.6545 1.7202 -1.8938 0.089 0.800 -0.100 0.24
H -0.7266 2.0605 -2.5779 -0.049 -0.645 1.459 0.27
H -1.3064 0.7276 -4.6302 0.348 -0.135 0.821 0.28
H -1.8853 -0.1473 -3.1942 0.433 0.898 -0.459 0.24
H -1.0818 -1.8628 -4.4160 1.281 0.772 0.876 0.26
H 0.3206 -0.9953 -5.0412 -0.082 -0.269 1.040 0.25
H 0.2932 -2.6377 -2.6404 0.170 -0.671 0.270 0.23
H 2.4911 -1.6757 -1.8157 0.140 -0.850 -0.382 0.26
H 3.1202 -0.9814 -4.4091 -0.508 -0.724 0.018 0.26
H 3.6767 -0.1129 -3.0753 0.065 -0.257 0.485 0.24
H 2.7301 1.6651 -4.1777 -0.431 -0.254 0.427 0.27
H 1.3694 0.6942 -4.7843 0.368 0.262 0.471 0.22
H 1.9411 0.0062 1.9396 0.126 0.127 -0.540 0.19
H 2.4621 -1.5832 1.4391 0.179 -0.002 -0.848 0.20
H 0.8568 -1.3476 2.0134 -0.509 0.320 -0.409 0.19
C -0.7368 -0.1831 3.8795 0.302 0.815 -0.953 -1.11
Si 0.0694 1.5012 3.4465 -0.375 -0.483 1.761 1.42
C -1.0459 2.9704 4.0659 0.115 -0.081 0.162 -1.10
C 1.8424 1.6543 4.0594 0.014 -0.018 0.167 -1.14
H -1.4832 -0.4334 3.1135 0.134 0.129 0.331 0.23
H -1.2290 -0.1233 4.8271 -0.244 -0.063 0.715 0.26
H -0.0014 -0.9869 3.8777 0.008 0.026 0.198 0.24
H -1.1902 2.9221 5.1869 0.363 -0.118 -1.157 0.28
H -0.6227 3.9804 3.8374 -0.265 -0.804 0.150 0.25
H -2.0591 2.9138 3.6224 0.497 0.041 0.376 0.24
H 2.0536 2.6007 4.5617 -0.203 0.036 -0.049 0.27
H 2.0701 0.8663 4.7870 -0.086 0.050 -0.145 0.27
H 2.5758 1.5727 3.2578 0.060 -0.052 -0.057 0.24
```
Forces are in eV/Å.

frontier orbital gap (alpha / beta) = 7.0 / 5.6 eV
ΔE to the lowest compared entry with this formula, charge and spin = 543.22 kJ/mol
total charge = +2
highest occupied orbital energy (alpha / beta) = -13.668 / -14.877 eV
multiplicity = 5
LUMO (alpha / beta) = -6.676 / -9.285 eV



Which of these has the lowest total charge?
C18H40N8O9P